Entry 1:
The following is a quantum chemistry calculation of a 12-piece molecular cluster, C26H77NO23 overall, from OMol25.

Computed properties:
LUMO energy   -0.098 eV
Orbital gap   9.53 eV
2S+1   1
Energy above the lowest of the compared OMol25 structures with the same formula, charge and spin   363.56 kJ/mol
SMILES string   COC[C@H](C)N.OCCO.OCCO.OCCO.OCCO.OCCO.OCCO.OCCO.OCCO.OCCO.OCCO.OCCO

XYZ file:
```
127
Properties=species:S:1:pos:R:3:mulliken_charge:R:1
C -30.067 -3.459 -26.288 -1.61
C -30.893 -2.150 -26.404 0.46
C -30.746 -1.368 -25.071 0.08
O -31.102 -2.081 -23.934 -0.39
C -32.497 -2.142 -23.703 -0.69
N -30.383 -1.466 -27.585 0.05
H -30.024 -3.809 -25.251 0.50
H -28.981 -3.331 -26.383 0.25
H -30.352 -4.301 -26.913 0.43
H -31.904 -2.521 -26.573 0.32
H -31.176 -0.357 -25.141 0.46
H -29.692 -1.083 -24.954 -0.48
H -32.868 -1.110 -23.702 0.31
H -32.800 -2.500 -22.720 0.29
H -32.930 -2.770 -24.485 0.25
H -30.927 -0.632 -27.835 0.54
H -29.583 -0.890 -27.305 -0.59
C -28.678 2.083 -32.861 -0.35
C -27.808 3.363 -32.988 -0.48
O -26.459 3.045 -32.661 -0.51
O -28.565 1.725 -31.489 -0.39
H -28.237 1.320 -33.509 0.29
H -29.700 2.263 -33.204 0.39
H -28.065 4.171 -32.298 0.24
H -27.873 3.720 -34.018 0.32
H -26.564 2.454 -31.902 0.30
H -29.162 0.977 -31.364 0.18
C -26.318 1.275 -28.387 -0.58
C -26.878 -0.106 -28.115 0.35
O -27.643 -0.078 -26.912 0.55
O -25.259 1.667 -27.499 -0.24
H -27.114 2.006 -28.259 0.48
H -25.905 1.296 -29.401 0.21
H -26.106 -0.883 -28.090 -0.04
H -27.541 -0.455 -28.909 -0.31
H -27.070 -0.171 -26.143 -0.32
H -24.589 0.982 -27.664 -0.21
C -31.483 -1.984 -30.935 -0.46
C -31.065 -2.849 -32.108 -0.56
O -29.861 -3.537 -31.849 -0.58
O -30.474 -1.008 -30.623 -0.47
H -31.482 -2.600 -30.028 0.26
H -32.518 -1.640 -30.980 0.34
H -31.072 -2.220 -33.003 0.40
H -31.912 -3.495 -32.371 0.31
H -29.930 -3.745 -30.894 0.41
H -30.294 -1.043 -29.675 0.38
C -21.204 0.269 -25.455 -0.96
C -21.619 1.713 -25.777 0.61
O -20.469 2.388 -26.276 -0.59
O -22.292 -0.542 -25.075 -0.35
H -20.393 0.325 -24.726 0.49
H -20.764 -0.120 -26.379 0.29
H -21.749 2.276 -24.848 0.26
H -22.543 1.786 -26.354 -0.34
H -19.980 1.904 -26.950 0.33
H -22.396 -0.482 -24.122 0.25
C -27.248 -4.423 -30.315 -0.65
C -27.962 -3.548 -29.310 0.45
O -29.360 -3.916 -29.180 -0.73
O -27.310 -3.946 -31.652 -0.60
H -27.481 -5.489 -30.243 0.34
H -26.196 -4.196 -30.103 0.17
H -27.870 -2.524 -29.675 -0.02
H -27.466 -3.770 -28.361 0.35
H -29.602 -3.351 -28.429 -0.04
H -28.259 -3.850 -31.938 0.54
C -23.291 5.877 -26.366 -0.22
C -24.106 4.892 -25.547 0.09
O -25.394 5.428 -25.225 -0.54
O -22.565 6.812 -25.595 -0.54
H -23.863 6.301 -27.193 0.36
H -22.570 5.307 -26.974 0.03
H -23.600 4.574 -24.630 0.43
H -24.186 3.973 -26.139 -0.20
H -25.563 5.184 -24.313 0.29
H -22.308 6.386 -24.775 0.32
C -27.856 3.440 -24.621 -0.23
C -28.932 2.534 -25.280 0.80
O -30.290 2.835 -25.018 -0.55
O -28.400 3.944 -23.375 -0.63
H -27.670 4.324 -25.229 0.31
H -26.969 2.894 -24.305 0.32
H -28.607 1.545 -24.941 -0.61
H -28.770 2.538 -26.359 -0.09
H -30.214 3.535 -24.350 0.40
H -27.805 3.673 -22.676 0.34
C -23.127 -2.681 -28.905 -0.35
C -23.310 -1.194 -29.045 -0.21
O -23.414 -0.491 -27.789 0.51
O -21.747 -3.032 -28.752 -0.56
H -23.443 -3.235 -29.793 0.44
H -23.577 -3.057 -27.989 -0.22
H -24.267 -0.917 -29.491 0.29
H -22.525 -0.744 -29.656 0.25
H -22.818 -0.845 -27.116 -0.30
H -21.205 -2.920 -29.536 0.32
C -22.904 -4.103 -25.373 -0.58
C -24.345 -3.801 -24.962 -0.31
O -25.097 -3.319 -26.115 -0.27
O -22.770 -5.261 -26.151 -0.58
H -22.366 -4.162 -24.416 0.43
H -22.351 -3.244 -25.773 0.16
H -24.326 -2.989 -24.235 0.20
H -24.949 -4.669 -24.703 0.40
H -25.082 -2.354 -26.064 0.22
H -23.370 -5.134 -26.897 0.35
C -22.289 2.768 -29.707 0.27
C -20.956 3.419 -29.438 -0.41
O -19.924 2.385 -29.548 -0.59
O -22.345 2.410 -31.081 -0.59
H -23.071 3.516 -29.572 0.27
H -22.476 1.945 -29.013 -0.22
H -20.928 3.839 -28.429 0.24
H -20.649 4.188 -30.146 0.40
H -19.221 2.708 -28.975 0.31
H -21.738 1.708 -31.326 0.34
C -26.575 -0.352 -23.553 0.18
C -26.837 -1.220 -22.327 -0.87
O -25.760 -1.366 -21.437 -0.57
O -25.777 -1.147 -24.486 -0.32
H -25.848 0.392 -23.230 0.26
H -27.551 -0.104 -23.968 -0.26
H -27.290 -2.172 -22.634 0.44
H -27.679 -0.750 -21.803 0.42
H -25.385 -2.239 -21.581 0.34
H -26.172 -2.027 -24.415 0.17
```

Entry 2:
The following is a quantum chemistry calculation of a 16-piece molecular cluster, C26H78BrClO18 overall, from OMol25.

Computed properties:
LUMO energy   0.163 eV
Orbital gap   9.82 eV
2S+1   1

XYZ file:
```
124
Properties=species:S:1:pos:R:3:mulliken_charge:R:1
C -4.420 -2.392 1.153 -1.83
C -3.018 -1.922 1.662 0.13
C -1.800 -2.772 1.141 0.94
Cl -2.412 -4.154 0.127 -0.20
C -0.686 -1.949 0.456 0.78
C -1.284 -1.332 -0.856 -0.86
C -0.319 -0.413 -1.654 -0.21
O 0.365 -0.832 -2.496 -0.24
Br -0.209 1.537 -1.330 -0.14
C -0.354 -0.763 1.453 -1.36
C 1.125 -0.280 1.364 1.08
C 1.143 1.226 1.849 -1.24
C 2.058 -1.038 2.348 -1.75
O 0.557 -2.648 0.277 -0.60
C 0.644 -3.421 -0.841 0.26
O 1.700 -3.838 -1.135 -0.49
H -4.718 -3.364 1.557 0.49
H -5.129 -1.657 1.582 0.42
H -4.528 -2.304 0.065 0.29
H -2.964 -0.858 1.415 0.02
H -3.067 -2.056 2.754 0.25
H -1.338 -3.234 2.026 -0.07
H -2.133 -0.699 -0.548 0.62
H -1.734 -2.133 -1.495 0.71
H -0.505 -1.125 2.482 0.26
H -1.079 0.040 1.280 0.56
H 1.513 -0.293 0.336 0.41
H 1.411 1.317 2.901 0.39
H 0.178 1.709 1.654 -0.18
H 1.856 1.743 1.179 0.48
H 1.825 -0.796 3.391 0.39
H 1.942 -2.120 2.214 0.21
H 3.111 -0.750 2.179 0.44
H -0.224 -3.708 -1.455 0.37
C 2.802 1.105 -4.098 -0.32
O 1.465 1.348 -4.524 -0.52
H 3.483 1.566 -4.812 0.08
H 2.964 1.547 -3.111 0.25
H 2.993 0.029 -4.059 0.25
H 0.885 0.929 -3.877 0.13
C -7.152 -6.156 1.656 -0.57
O -6.421 -5.229 0.863 -0.45
H -8.095 -5.695 1.941 0.21
H -7.356 -7.065 1.084 0.26
H -6.589 -6.409 2.558 0.26
H -5.590 -5.652 0.620 0.27
C -1.448 -3.148 -4.398 -0.37
O -2.605 -2.832 -3.640 -0.51
H -1.195 -4.197 -4.253 0.26
H -1.641 -2.967 -5.456 0.28
H -0.615 -2.526 -4.057 0.03
H -2.794 -1.900 -3.791 0.29
C -1.744 1.798 3.744 -0.73
O -2.464 0.602 3.448 -0.44
H -0.690 1.554 3.848 0.17
H -1.868 2.515 2.933 0.29
H -2.111 2.226 4.680 0.33
H -3.394 0.850 3.362 0.23
C 0.288 -4.036 4.261 -0.78
O 0.406 -2.638 4.005 -0.25
H 0.792 -4.573 3.460 0.24
H 0.760 -4.286 5.214 0.29
H -0.765 -4.329 4.284 0.27
H -0.044 -2.176 4.722 0.22
C -0.663 4.980 2.132 -0.52
O -0.892 3.863 1.280 -0.40
H -1.357 4.921 2.969 0.22
H 0.361 4.958 2.513 0.14
H -0.835 5.913 1.588 0.33
H -0.271 3.931 0.547 0.23
C -0.913 -0.040 -6.252 -0.38
O -1.149 -1.168 -7.090 -0.52
H -1.609 -0.074 -5.414 0.12
H 0.109 -0.067 -5.875 0.21
H -1.075 0.876 -6.825 0.34
H -0.524 -1.118 -7.821 0.30
C 5.234 -4.391 -2.151 -0.43
O 4.530 -5.610 -2.341 -0.53
H 6.294 -4.611 -2.038 0.25
H 5.093 -3.739 -3.018 0.21
H 4.873 -3.889 -1.250 0.18
H 3.597 -5.385 -2.437 0.32
C 6.693 1.928 -5.811 -0.36
O 5.923 2.973 -5.232 -0.50
H 6.803 1.128 -5.082 0.23
H 6.189 1.536 -6.700 0.03
H 7.682 2.303 -6.087 0.33
H 5.839 3.668 -5.896 0.26
C 2.903 4.185 4.346 -0.69
O 2.573 3.096 3.485 -0.37
H 2.238 4.158 5.207 0.19
H 3.937 4.092 4.686 0.28
H 2.771 5.134 3.817 0.29
H 3.170 3.135 2.730 0.25
C 1.553 2.408 8.089 -0.47
O 1.670 3.803 7.831 -0.48
H 2.057 1.868 7.291 0.19
H 2.024 2.160 9.044 0.28
H 0.500 2.116 8.112 0.22
H 1.220 4.267 8.544 0.28
C -4.665 3.767 6.664 -0.60
O -3.710 2.716 6.542 -0.41
H -4.653 4.349 5.746 0.23
H -5.665 3.352 6.814 0.27
H -4.406 4.415 7.505 0.26
H -3.733 2.211 7.361 0.26
C 3.037 4.793 -7.420 -0.44
O 4.445 5.017 -7.444 -0.46
H 2.814 4.089 -6.621 0.10
H 2.510 5.731 -7.230 0.30
H 2.707 4.372 -8.373 0.26
H 4.625 5.641 -8.155 0.27
C 4.618 -0.258 -9.007 -0.47
O 4.677 1.131 -9.312 -0.48
H 5.163 -0.808 -9.771 0.23
H 5.076 -0.447 -8.033 0.22
H 3.576 -0.590 -8.998 0.21
H 4.189 1.594 -8.622 0.26
C -6.442 0.280 4.792 -0.52
O -5.590 -0.139 3.731 -0.41
H -7.241 0.886 4.372 0.24
H -6.875 -0.590 5.292 0.29
H -5.878 0.877 5.514 0.13
H -4.889 -0.674 4.121 0.24
```